Entry 1:
Density functional theory data (ωB97M-V/def2-TZVPD) for an isolated molecule of C26H30N4O7S.

Geometry as XYZ:
```
68
Properties=species:S:1:pos:R:3:nbo_charge:R:1
S 2.006 3.298 -1.251 0.294
O -1.893 -1.368 0.612 -0.572
O -0.733 3.048 -0.268 -0.638
O 4.062 -0.226 1.542 -0.592
O -0.146 3.079 4.052 -0.487
O 0.028 -4.617 -2.581 -0.628
O 1.152 2.995 5.954 -0.478
O -2.742 -2.263 -3.555 -0.549
N 3.030 1.338 0.261 -0.446
N -1.592 2.019 -2.086 -0.615
N -1.560 -3.548 -1.366 -0.623
N 1.367 0.777 -1.300 -0.580
C 3.732 2.366 1.013 -0.252
C -2.819 0.169 -0.972 -0.424
C -2.833 1.618 -1.459 -0.225
C 1.645 -3.235 -0.252 -0.216
C 2.130 1.631 -0.713 0.338
C -1.908 -0.002 0.238 -0.069
C 1.949 2.833 4.851 0.219
C -2.686 -4.181 -2.006 -0.265
C -0.295 -3.757 -1.783 0.660
C 2.494 -2.326 0.336 -0.134
C 1.461 -0.538 -0.938 0.262
C 3.859 2.490 3.513 -0.213
C 1.163 2.889 3.698 0.304
C 1.703 2.760 2.444 -0.321
C 0.676 -2.799 -1.160 -0.068
C -1.117 -1.611 1.760 -0.247
C -0.159 3.164 5.460 0.237
C -0.642 2.709 -1.426 0.691
C -3.519 -3.138 -2.774 -0.068
C 3.306 2.636 4.782 -0.257
C 3.243 0.015 0.681 0.671
C 0.544 3.111 -2.300 -0.619
C -2.128 -2.867 -4.675 -0.263
C 0.594 -1.469 -1.516 -0.240
C 3.087 2.554 2.365 0.040
C 2.402 -0.970 0.013 -0.229
H 1.072 2.822 1.572 0.249
H -1.390 1.634 -2.995 0.399
H 1.708 -4.285 -0.011 0.228
H 0.364 4.098 -2.729 0.254
H -3.639 1.754 -2.185 0.203
H -2.282 -4.938 -2.682 0.233
H -1.752 -2.775 -0.736 0.434
H -4.038 -2.492 -2.061 0.184
H -0.134 -1.132 -2.238 0.229
H -0.811 2.376 5.872 0.156
H -0.889 0.329 0.003 0.184
H -1.344 -3.572 -4.383 0.195
H 3.715 3.293 0.435 0.224
H 4.765 2.034 1.141 0.241
H 4.920 2.314 3.425 0.215
H 3.237 -2.628 1.058 0.238
H -3.833 -0.120 -0.692 0.210
H -0.545 4.149 5.768 0.156
H -1.516 -1.066 2.623 0.173
H -3.325 -4.668 -1.264 0.202
H -4.263 -3.657 -3.396 0.171
H -2.990 2.293 -0.615 0.227
H -2.869 -3.388 -5.291 0.165
H -2.274 0.609 1.075 0.175
H -2.490 -0.489 -1.778 0.219
H -1.162 -2.681 1.950 0.195
H 3.910 2.588 5.672 0.228
H -0.074 -1.311 1.606 0.177
H -1.684 -2.058 -5.252 0.190
H 0.759 2.386 -3.082 0.248
```

- Max |F|: 1.265 eV Å⁻¹
- Multiplicity: 1
- ΔE to the lowest compared entry with this formula, charge and spin: 26.9 kJ/mol
- LUMO level: 0.015 Ha
- M: 542.6 g/mol



Entry 2:
Density functional theory data (ωB97M-V/def2-TZVPD) for a structure of composition C26H30N5O2PtS.

Geometry as XYZ:
```
65
Properties=species:S:1:pos:R:3:nbo_charge:R:1
Pt 0.506 0.527 0.586 1.404
S 1.771 0.846 -1.581 0.017
O 0.422 -1.207 -0.548 -0.669
O -0.555 -0.477 2.171 -0.757
N -1.279 1.084 -0.291 -0.471
N 1.034 2.634 1.325 -0.416
N -0.379 0.353 -3.139 -0.520
N 1.668 1.016 -4.117 -0.472
N 2.129 -0.154 1.640 -0.511
C -2.355 -0.218 -4.422 -0.650
C -0.614 -3.117 -1.369 -0.290
C -0.692 -1.770 -0.967 0.496
C -0.195 0.513 -5.498 -0.324
C 1.451 -3.384 3.202 -0.138
C -0.193 3.345 1.820 -0.221
C 3.354 1.890 2.108 -0.429
C 1.116 0.923 -5.323 0.108
C -1.793 2.384 0.123 -0.233
C 1.985 2.471 2.454 -0.226
C 3.336 0.586 1.311 -0.239
C -1.741 -3.838 -1.682 -0.131
C -1.946 -1.149 -1.006 -0.287
C 0.492 -4.139 3.805 -0.268
C -0.826 -3.649 3.844 -0.124
C -0.182 -1.634 2.649 0.408
C -1.157 -2.450 3.264 -0.280
C 0.891 0.716 -3.093 0.263
C -2.144 0.200 -0.650 0.246
C 2.210 -1.353 2.119 0.212
C -0.928 0.231 -4.353 0.283
C 1.652 3.399 0.224 -0.428
C -3.086 -1.899 -1.373 -0.119
C 1.149 -2.123 2.633 -0.207
C -1.480 2.616 1.592 -0.441
C -3.004 -3.225 -1.679 -0.273
H -1.592 -4.229 4.343 0.226
H -3.892 -3.792 -1.923 0.230
H -1.340 3.155 -0.505 0.205
H -2.870 2.425 -0.025 0.214
H 4.233 0.014 1.544 0.216
H -0.630 0.424 -6.484 0.233
H -0.097 3.507 2.893 0.223
H -2.281 3.200 2.048 0.243
H -3.186 0.514 -0.672 0.195
H 3.200 -1.803 2.192 0.202
H 2.476 -3.739 3.167 0.216
H 3.339 0.790 0.242 0.220
H 0.918 3.571 -0.558 0.225
H 0.741 -5.091 4.252 0.229
H 2.013 4.361 0.599 0.206
H 2.478 2.853 -0.215 0.236
H -1.455 1.656 2.112 0.249
H 1.487 1.852 3.199 0.224
H 0.373 -3.563 -1.375 0.231
H 2.168 3.451 2.906 0.213
H -0.241 4.326 1.345 0.212
H -2.459 -1.195 -3.948 0.242
H -2.694 -0.284 -5.453 0.227
H 3.842 1.718 3.069 0.236
H 3.962 2.617 1.566 0.226
H 1.748 1.179 -6.166 0.210
H -4.048 -1.399 -1.415 0.215
H -2.994 0.482 -3.880 0.226
H -1.651 -4.887 -1.931 0.228
H -2.168 -2.064 3.294 0.227
```

- Max |F|: 3.028 eV Å⁻¹
- Multiplicity: 1
- ΔE to the lowest compared entry with this formula, charge and spin: 47.9 kJ/mol
- Total charge: +1
- LUMO level (spin up / spin down): -0.153 / -0.153 Ha
- M: 671.7 g/mol



Entry 3:
Density functional theory data (ωB97M-V/def2-TZVPD) for a cluster of 2 separate species, C26H30NO3 in total.

Geometry as XYZ:
```
60
Properties=species:S:1:pos:R:3:nbo_charge:R:1
O -0.706 -1.052 -3.014 -0.713
O -4.251 1.978 5.115 -0.458
O 1.124 -0.249 2.386 -0.446
N -0.312 -0.991 -0.012 -0.642
C -0.496 -3.369 -0.001 -0.412
C 0.514 -0.688 -2.371 0.189
C 2.785 -1.645 -3.170 -0.249
C 1.764 2.858 -1.614 -0.216
C -2.299 0.870 2.254 -0.129
C 3.266 -1.762 -5.551 -0.205
C 1.558 -1.038 -3.452 0.044
C -4.094 2.117 6.556 -0.267
C 3.644 -2.002 -4.226 -0.207
C 0.501 -2.958 -1.100 -0.434
C -0.995 -2.087 0.663 -0.227
C 0.571 3.532 -1.349 -0.221
C -0.670 1.530 -1.930 -0.255
C 0.530 0.832 -2.078 -0.060
C 2.031 -1.153 -5.821 -0.196
C 0.649 -1.432 -1.017 -0.049
C -3.335 1.356 3.015 -0.256
C -3.159 1.585 4.406 0.406
C -1.890 1.327 4.990 -0.319
C 1.186 -0.778 -4.772 -0.211
C 0.055 0.357 1.930 0.456
C 2.362 0.161 1.762 -0.264
C -0.642 2.858 -1.501 -0.207
C 1.752 1.504 -1.961 -0.177
C -1.023 0.640 2.822 -0.182
C -0.880 0.768 4.239 -0.102
H 2.715 3.385 -1.560 0.226
H -4.299 1.576 2.569 0.248
H 0.221 -0.322 -5.000 0.236
H 0.576 4.576 -1.038 0.229
H 1.621 -1.148 -0.574 0.187
H 3.055 -1.839 -2.131 0.204
H 2.691 -0.629 1.085 0.208
H 2.245 1.108 1.202 0.208
H -1.595 3.351 -1.329 0.223
H -3.433 2.966 6.794 0.195
H -3.700 1.190 7.004 0.194
H 0.123 0.899 0.973 0.224
H -2.423 0.659 1.187 0.219
H 0.128 -3.263 -2.091 0.244
H -2.089 -1.972 0.581 0.199
H -1.614 1.048 -2.204 0.226
H 1.479 -3.416 -0.942 0.227
H 3.069 0.294 2.579 0.223
H 1.719 -0.967 -6.851 0.224
H -1.718 1.565 6.038 0.244
H -1.344 -3.917 -0.415 0.225
H 4.604 -2.474 -4.008 0.222
H -1.427 -1.164 -2.381 0.468
H 0.061 0.486 4.731 0.240
H -5.110 2.311 6.922 0.225
H -0.001 -3.989 0.754 0.221
H 2.680 0.969 -2.189 0.226
H -0.925 -0.226 -0.273 0.389
H 3.919 -2.066 -6.375 0.226
H -0.767 -2.068 1.744 0.181
```

- Max |F|: 1.558 eV Å⁻¹
- Multiplicity: 1
- ΔE to the lowest compared entry with this formula, charge and spin: 41.0 kJ/mol
- Total charge: +1
- LUMO level: -0.157 Ha
- M: 404.5 g/mol



Entry 4:
Density functional theory data (ωB97M-V/def2-TZVPD) for a structure of composition C26H31ClF2GeIN2O2RuSSeTe.

Geometry as XYZ:
```
70
Properties=species:S:1:pos:R:3:nbo_charge:R:1
I 5.669 1.055 1.213 0.076
Te -1.623 2.526 1.804 -0.584
Ru 0.189 1.253 0.585 0.439
Se -2.592 -1.176 0.710 0.354
Ge -4.531 0.064 3.245 1.638
Cl 5.046 5.467 -2.353 -0.081
S 0.269 -0.604 2.441 -0.358
F -1.271 0.094 -1.656 -0.433
F 0.041 1.756 -2.211 -0.431
O 1.379 -0.225 -0.636 -0.532
O 2.502 1.621 1.280 -0.699
N 0.941 3.258 -0.105 -0.351
N 0.344 0.620 4.995 -0.490
C -0.823 1.350 -1.163 0.395
C 4.465 2.432 0.211 -0.326
C -3.615 0.778 4.812 -1.095
C 2.866 4.321 -1.124 -0.102
C 2.395 -1.960 -2.718 0.077
C 5.041 3.365 -0.651 -0.223
C 3.078 2.380 0.474 0.442
C 1.946 -2.379 -1.452 -0.125
C -4.113 -0.612 -0.366 -0.813
C 4.272 4.294 -1.297 -0.108
C 0.323 0.169 3.927 0.109
C 2.939 -4.269 -3.253 0.009
C 2.498 -4.659 -1.993 -0.248
C 2.283 3.346 -0.284 0.095
C -5.354 1.436 2.119 -1.099
C 2.345 -0.529 -3.167 -0.648
C 1.397 -1.427 -0.473 0.420
C 3.494 -5.285 -4.215 -0.624
C 1.999 -3.736 -1.086 0.044
C 0.654 5.177 -1.480 -0.246
C 0.157 4.145 -0.673 0.053
C -6.114 -0.898 3.976 -1.095
C -3.494 -1.391 2.420 -1.068
C 1.996 5.253 -1.727 -0.169
C 2.879 -2.926 -3.594 -0.242
C 1.525 -4.220 0.263 -0.648
H -4.137 -2.272 2.367 0.208
H -0.902 4.032 -0.468 0.239
H 0.456 -4.045 0.399 0.239
H -5.004 -1.173 -0.085 0.194
H -4.253 1.499 5.329 0.209
H -1.700 1.995 -1.255 0.112
H 1.326 -0.141 -3.147 0.267
H 2.915 0.121 -2.502 0.252
H 2.744 -0.446 -4.179 0.189
H 6.112 3.360 -0.808 0.219
H 2.540 -5.707 -1.714 0.193
H -3.862 -0.813 -1.405 0.225
H -6.764 -0.202 4.513 0.209
H -4.608 2.028 1.590 0.264
H 3.216 -2.612 -4.577 0.195
H 2.930 -6.219 -4.171 0.209
H -3.388 -0.042 5.496 0.217
H 1.708 -5.290 0.357 0.201
H 2.405 6.023 -2.368 0.212
H -0.034 5.892 -1.910 0.203
H -5.813 -1.685 4.672 0.212
H 2.036 -3.712 1.082 0.239
H -2.682 1.263 4.521 0.284
H 3.464 -4.914 -5.240 0.209
H -6.042 0.980 1.404 0.211
H 4.535 -5.518 -3.976 0.213
H -6.698 -1.355 3.173 0.207
H -5.925 2.096 2.777 0.215
H 0.979 -1.853 0.445 0.160
H -4.282 0.455 -0.230 0.217
H -2.677 -1.611 3.111 0.261
```

- Max |F|: 2.382 eV Å⁻¹
- <S²>: 0.776
- Multiplicity: 2
- ΔE to the lowest compared entry with this formula, charge and spin: 59.1 kJ/mol
- Total charge: -2
- LUMO level (spin up / spin down): 0.140 / 0.140 Ha
- M: 1016.2 g/mol